Run 1
Below is a 2-piece molecular cluster, H4NPSi overall, with properties calculated with ωB97M-V with the def2-TZVPD basis set.

highest occupied orbital energy (spin up / spin down)	-10.373 / -6.708	eV
multiplicity	1
gap between HOMO and LUMO (spin up / spin down)	0.3725 / 0.2255	hartree

Last column: Löwdin charge in e.
Positions of all 7 atoms, in Å:
N 0.438 -0.704 -0.114  -0.728
Si -1.100 0.015 0.175  0.452
P 1.824 -1.250 -0.022  0.607
H -0.975 1.377 0.168  -0.118
H -1.623 -0.588 -0.918  -0.112
H -1.607 -0.471 1.515  -0.070
H 3.042 1.622 -0.805  -0.030

---

Run 2
Below is a 2-piece molecular cluster, H4NPSi overall, with properties calculated with ωB97M-V with the def2-TZVPD basis set.

highest occupied orbital energy (spin up / spin down)	-8.730 / -8.729	eV
multiplicity	1
gap between HOMO and LUMO (spin up / spin down)	0.2865 / 0.2865	hartree

Last column: Löwdin charge in e.
Positions of all 7 atoms, in Å:
N 0.401 0.719 0.611  -0.706
Si 0.313 -0.129 -0.883  0.405
P -0.058 1.141 2.004  0.688
H 1.293 -1.260 -1.002  -0.086
H -0.745 -1.100 -1.135  -0.115
H 0.193 0.969 -1.827  -0.089
H -1.397 -0.341 2.231  -0.098

---

Energies, relative to the best one, in hartree: run 1 0.0701; run 2 0.0000.